{
  "formula": "C20H13F3N3O10S2Ti",
  "method": "the ωB97M-V functional and the def2-TZVPD basis",
  "lumo_ev": [-1.48, -1.28],
  "homo_ev": [-7.53, -9.55],
  "s2": 0.811,
  "orbital_gap_ev": [6.1, 8.3],
  "spin_multiplicity": 2,
  "species": ["Ti", "O", "C", "O", "C", "C", "C", "C", "C", "C", "O", "N", "O", "O", "N", "O", "O", "H", "H", "N", "S", "C", "C", "C", "C", "C", "C", "C", "C", "C", "C", "C", "C", "H", "H", "H", "H", "H", "H", "H", "H", "H", "H", "H", "F", "C", "F", "F", "S", "O", "O", "O"],
  "coordinates": [[-0.5555, 0.8390, -0.8440], [2.7941, 0.4445, -2.9754], [1.6685, 0.6617, -2.6418], [1.2485, 0.6847, -1.3521], [0.5216, 1.0398, -3.5466], [0.6249, 1.9065, -4.5994], [-0.5641, 2.4839, -5.0903], [-1.7844, 2.3831, -4.4838], [-1.8537, 1.5343, -3.3644], [-0.7695, 0.6852, -3.0739], [-0.9298, -0.3701, -2.2596], [-2.8233, 1.6827, -2.3840], [-2.4299, 1.3248, -1.1583], [-3.9108, 2.2133, -2.5470], [-0.4571, 3.3974, -6.2619], [-1.4800, 3.8997, -6.6780], [0.6528, 3.5922, -6.7129], [1.5832, 2.2006, -5.0002], [-2.6257, 2.9798, -4.8022], [-0.6345, -0.7254, 0.4727], [0.6394, -1.3689, 1.2021], [0.3572, -3.1135, 1.2872], [-0.7634, -3.6319, 1.9288], [-0.9537, -5.0002, 1.9282], [-0.0290, -5.8334, 1.3020], [1.0835, -5.3060, 0.6712], [1.2809, -3.9285, 0.6547], [0.5432, -0.9531, 2.9378], [-0.2724, 0.0810, 3.3584], [-0.2823, 0.4099, 4.7111], [0.5187, -0.2779, 5.6053], [1.3447, -1.3055, 5.1614], [1.3632, -1.6498, 3.8217], [-1.5176, -0.9880, 0.9023], [-1.4662, -2.9824, 2.4355], [-1.8186, -5.4247, 2.4191], [-0.1842, -6.9038, 1.3081], [1.7952, -5.9568, 0.1827], [2.1335, -3.4953, 0.1486], [-0.8774, 0.6324, 2.6542], [-0.9186, 1.2139, 5.0554], [0.5057, -0.0147, 6.6545], [1.9732, -1.8411, 5.8599], [1.9982, -2.4540, 3.4739], [1.5453, 4.2530, 1.8310], [1.5101, 3.5145, 0.7347], [2.2136, 4.1101, -0.2193], [2.0531, 2.3359, 1.0074], [-0.2487, 3.3557, 0.1671], [-0.7330, 2.1009, 0.8347], [-0.8662, 4.5734, 0.5465], [-0.2024, 2.9910, -1.2631]],
  "forces_ev_per_a": [[0.24, 0.02, -0.22], [0.08, 0.01, -0.11], [-0.32, -0.06, 0.53], [0.41, -0.01, -0.45], [0.04, 0.04, -0.29], [0.00, -0.12, 0.25], [-0.02, 0.31, -0.49], [0.07, -0.09, 0.16], [-0.32, 0.26, -0.25], [0.11, -0.62, 0.70], [-0.05, 0.17, -0.62], [0.27, -0.23, 0.34], [-0.61, 0.42, -0.54], [0.02, -0.12, -0.05], [0.02, -0.02, 0.32], [0.05, -0.06, -0.03], [-0.08, -0.06, -0.03], [0.00, 0.02, 0.00], [0.00, -0.01, 0.00], [0.00, -0.14, 0.43], [-0.11, 0.26, -0.18], [-0.01, -0.14, 0.01], [0.10, -0.05, 0.00], [0.02, -0.04, -0.02], [-0.05, -0.02, 0.03], [0.03, 0.11, -0.03], [-0.06, -0.11, -0.01], [0.07, -0.11, 0.08], [0.02, -0.04, 0.12], [-0.03, 0.03, -0.08], [0.03, -0.02, 0.03], [-0.01, -0.01, -0.02], [-0.07, 0.10, 0.03], [-0.03, -0.05, -0.06], [0.00, 0.04, 0.00], [-0.01, 0.00, 0.01], [-0.01, -0.01, 0.01], [0.01, -0.01, 0.00], [0.02, 0.01, 0.00], [-0.01, 0.02, -0.05], [0.00, 0.00, 0.00], [0.00, 0.00, 0.00], [0.00, 0.01, 0.01], [0.01, -0.02, -0.03], [-0.03, 0.15, 0.22], [0.06, 0.06, -0.20], [0.04, 0.04, -0.04], [-0.03, -0.24, -0.06], [-0.49, -0.34, 0.08], [0.48, 0.52, 0.21], [-0.03, -0.04, -0.10], [0.17, 0.16, 0.41]],
  "nbo_charge": [1.48, -0.54, 0.80, -0.71, -0.16, -0.16, 0.02, -0.15, 0.00, 0.29, -0.61, 0.43, -0.50, -0.34, 0.53, -0.37, -0.37, 0.27, 0.28, -1.09, 1.16, -0.28, -0.14, -0.21, -0.18, -0.20, -0.18, -0.17, -0.25, -0.18, -0.19, -0.20, -0.23, 0.40, 0.22, 0.23, 0.23, 0.23, 0.24, 0.26, 0.23, 0.22, 0.22, 0.23, -0.30, 0.73, -0.30, -0.30, 2.32, -0.92, -0.87, -0.90]
}